1.
The following is a quantum chemistry calculation of an isolated molecule of C5H10O in a non-equilibrium geometry, from OMol25.

Calculated values
HOMO in eV: -9.8
E_LUMO in eV: 1.10
Total energy in hartree: -271.67226

```
! wB97M-V def2-TZVPD RIJCOSX def2/J DEFGRID3
* xyz 0 1
C 1.654 1.074 -0.241
C 0.888 -0.137 0.261
O 0.868 -1.049 -0.839
C -0.555 0.088 0.802
C -1.479 0.213 -0.353
C -1.298 -1.150 0.420
H 2.607 0.706 -0.635
H 1.851 1.818 0.533
H 1.121 1.544 -1.077
H 1.453 -0.638 1.056
H 0.036 -0.883 -1.309
H -0.670 0.631 1.737
H -2.508 0.523 -0.215
H -1.066 0.723 -1.236
H -2.266 -1.452 0.785
H -0.634 -2.010 0.312
*
```



2.
The following is a quantum chemistry calculation of a 9-piece molecular cluster, C25H42ClN10O20S overall in a non-equilibrium geometry, from OMol25.

Calculated values
HOMO in eV: -4.7
E_LUMO in eV: 1.11
Total energy in hartree: -3887.70079

```
! wB97M-V def2-TZVPD RIJCOSX def2/J DEFGRID3
* xyz -1 1
C 1.461 0.358 0.456
C 0.819 0.084 -0.516
C 0.048 -0.441 -1.637
N -0.436 -1.796 -1.541
C -1.007 -2.374 -2.749
C -1.497 -1.368 -3.817
C -0.450 -1.087 -4.928
C -0.586 0.281 -5.609
S 0.365 1.611 -4.887
O 0.443 2.636 -5.892
O 1.645 1.160 -4.436
Cl -0.753 2.412 -3.386
C 0.207 -2.700 -0.615
C -0.287 -4.185 -0.734
C 0.441 -5.030 -1.681
C 0.884 -5.719 -2.558
C -0.213 -2.353 0.879
O -1.103 -1.470 0.982
O 0.289 -2.959 1.845
C 1.733 -2.791 -0.803
C 2.293 -2.450 -2.031
C 3.643 -2.491 -2.289
C 4.453 -2.908 -1.240
C 3.820 -3.258 -0.065
N 2.514 -3.227 0.186
H 2.078 0.538 1.304
H -0.801 0.233 -1.762
H 0.674 -0.301 -2.533
H -1.864 -3.004 -2.526
H -0.227 -2.958 -3.258
H -1.935 -0.457 -3.412
H -2.312 -1.873 -4.340
H -0.592 -1.866 -5.675
H 0.570 -1.205 -4.560
H -1.628 0.579 -5.704
H -0.188 0.203 -6.620
H -1.364 -4.241 -0.875
H -0.104 -4.612 0.254
H 1.211 -6.319 -3.367
H 1.626 -2.120 -2.815
H 4.054 -2.189 -3.242
H 5.526 -2.930 -1.350
H 4.458 -3.587 0.754
C -1.297 1.123 3.133
N -1.253 2.601 2.963
O -2.215 3.248 3.334
O -0.254 3.075 2.462
H -2.242 0.857 3.590
H -1.202 0.665 2.147
H -0.462 0.842 3.770
C 4.153 2.974 3.222
N 3.167 2.013 3.783
O 2.682 2.264 4.868
O 2.914 1.036 3.115
H 4.280 3.786 3.926
H 5.084 2.436 3.079
H 3.757 3.334 2.276
C -2.280 -3.361 3.495
N -3.313 -4.230 4.125
O -3.676 -3.967 5.257
O -3.737 -5.159 3.467
H -2.005 -2.585 4.197
H -1.423 -3.980 3.250
H -2.711 -2.929 2.595
C -6.342 0.880 3.163
N -5.111 0.417 2.461
O -4.436 -0.429 3.010
O -4.869 0.923 1.386
H -6.423 0.347 4.097
H -6.238 1.943 3.326
H -7.184 0.665 2.511
C 1.179 4.254 -8.730
N 1.226 4.156 -10.215
O 0.172 4.058 -10.809
O 2.322 4.182 -10.733
H 0.145 4.217 -8.411
H 1.737 3.414 -8.326
H 1.640 5.196 -8.451
C 4.964 0.937 7.083
N 6.068 1.743 6.491
O 5.762 2.626 5.717
O 7.199 1.460 6.823
H 4.022 1.305 6.693
H 5.128 -0.098 6.798
H 5.017 1.057 8.161
C 4.028 1.382 -1.998
N 5.452 0.936 -1.994
O 5.817 0.239 -1.072
O 6.150 1.296 -2.922
H 3.534 0.981 -1.119
H 4.029 2.468 -1.987
H 3.567 1.004 -2.906
C -9.737 3.114 5.579
N -8.524 2.710 4.816
O -7.816 1.852 5.304
O -8.334 3.274 3.761
H -9.778 2.533 6.493
H -9.649 4.175 5.792
H -10.599 2.914 4.949
*
```



3.
The following is a quantum chemistry calculation of C2H9O3 as an isolated structure in a non-equilibrium geometry, from OMol25.

Calculated values
HOMO in eV: -4.2
E_LUMO in eV: 4.06
Total energy in hartree: -307.33451

```
! wB97M-V def2-TZVPD RIJCOSX def2/J DEFGRID3
* xyz -1 1
C -0.805 0.713 -1.211
O -0.039 -0.357 -1.692
C -1.727 0.402 -0.018
H -0.121 1.521 -0.922
H -1.386 1.156 -2.029
H -1.109 0.376 0.875
H -2.615 1.039 0.029
H -2.197 -0.578 -0.165
H 1.827 -0.875 1.308
H 1.181 0.185 2.457
O 1.794 -0.550 2.403
H 2.742 -1.181 -0.153
H 0.630 -0.550 -0.972
O 1.823 -1.301 0.090
*
```



4.
The following is a quantum chemistry calculation of a 2-piece molecular cluster, C4H6BrNO overall in a non-equilibrium geometry, from OMol25.

Calculated values
HOMO in eV: -8.2
E_LUMO in eV: 0.47
Total energy in hartree: -2859.89396

```
! wB97M-V def2-TZVPD RIJCOSX def2/J DEFGRID3
* xyz 0 1
N -1.033 -1.705 -2.119
C -0.583 -1.547 -0.997
C -0.371 -1.084 0.223
O -0.847 -0.025 1.011
H -1.441 -2.593 -2.469
H 0.547 -1.484 0.642
H -1.346 0.538 0.431
C 1.846 0.359 -1.748
C 2.545 0.899 -0.763
Br 3.300 -0.159 0.583
H 1.374 0.989 -2.508
H 1.619 -0.748 -1.598
H 2.766 1.972 -0.707
*
```